{
  "formula": "C83H202O44",
  "method": "ωB97M-V/def2-TZVPD",
  "charge": 0,
  "e_lumo_ev": 0.6,
  "max_force_ev_per_a": 3.5,
  "total_energy_ev": -179408.5701,
  "symbols": ["C", "O", "H", "H", "H", "H", "C", "O", "H", "H", "H", "H", "C", "O", "H", "H", "H", "H", "C", "O", "H", "H", "H", "H", "C", "O", "H", "H", "H", "H", "C", "O", "C", "C", "O", "C", "C", "O", "C", "H", "H", "H", "H", "H", "H", "H", "H", "H", "H", "H", "H", "H", "H", "C", "O", "C", "C", "O", "C", "C", "O", "C", "H", "H", "H", "H", "H", "H", "H", "H", "H", "H", "H", "H", "H", "H", "C", "O", "C", "C", "O", "C", "C", "O", "C", "H", "H", "H", "H", "H", "H", "H", "H", "H", "H", "H", "H", "H", "H", "C", "O", "C", "C", "O", "C", "C", "O", "C", "H", "H", "H", "H", "H", "H", "H", "H", "H", "H", "H", "H", "H", "H", "C", "O", "C", "C", "O", "C", "C", "O", "C", "H", "H", "H", "H", "H", "H", "H", "H", "H", "H", "H", "H", "H", "H", "C", "O", "C", "C", "O", "C", "C", "O", "C", "H", "H", "H", "H", "H", "H", "H", "H", "H", "H", "H", "H", "H", "H", "C", "O", "C", "C", "O", "C", "C", "O", "C", "H", "H", "H", "H", "H", "H", "H", "H", "H", "H", "H", "H", "H", "H", "C", "O", "C", "C", "O", "C", "C", "O", "C", "H", "H", "H", "H", "H", "H", "H", "H", "H", "H", "H", "H", "H", "H", "C", "O", "C", "C", "O", "C", "C", "O", "C", "H", "H", "H", "H", "H", "H", "H", "H", "H", "H", "H", "H", "H", "H", "C", "O", "C", "C", "O", "C", "C", "O", "C", "H", "H", "H", "H", "H", "H", "H", "H", "H", "H", "H", "H", "H", "H", "C", "O", "C", "C", "O", "C", "C", "O", "C", "H", "H", "H", "H", "H", "H", "H", "H", "H", "H", "H", "H", "H", "H", "C", "O", "C", "C", "O", "C", "C", "O", "C", "H", "H", "H", "H", "H", "H", "H", "H", "H", "H", "H", "H", "H", "H", "C", "O", "C", "C", "O", "C", "C", "O", "C", "H", "H", "H", "H", "H", "H", "H", "H", "H", "H", "H", "H", "H", "H"],
  "positions_angstrom": [[20.02307, 29.16810, 13.07378], [19.97022, 27.76967, 13.07516], [19.31361, 29.53333, 12.34111], [19.88490, 29.61017, 14.09930], [21.04266, 29.45812, 12.83868], [20.69793, 27.44316, 13.58870], [32.23835, 20.61735, 19.51928], [31.81282, 19.25941, 19.38779], [33.07776, 20.59741, 20.17549], [32.43747, 21.13340, 18.55370], [31.41930, 21.23235, 19.90071], [32.32029, 18.84220, 18.70058], [23.67195, 22.52348, 22.38320], [23.41830, 22.63086, 21.01322], [23.27947, 23.32627, 22.95623], [23.26166, 21.58461, 22.79937], [24.75883, 22.47552, 22.58179], [24.22669, 22.38318, 20.56788], [23.47665, 26.09736, 14.07814], [22.22872, 26.01652, 14.74056], [23.64672, 25.18934, 13.56378], [23.47306, 26.90312, 13.39136], [24.30408, 26.26831, 14.75763], [22.09035, 26.76919, 15.39077], [24.77444, 15.78687, 20.23042], [25.20433, 16.73799, 19.30811], [23.75072, 15.88974, 20.57205], [24.83530, 14.77660, 19.75786], [25.51601, 15.77852, 20.97888], [24.60085, 16.91263, 18.58357], [29.36661, 23.08194, 24.08066], [28.50686, 23.82999, 23.28722], [28.23977, 25.11951, 23.76467], [26.80856, 25.44020, 23.52769], [26.55302, 25.83626, 22.19937], [25.08023, 25.90872, 22.00708], [24.48907, 27.23995, 22.36751], [24.49740, 27.34000, 23.76077], [23.76224, 28.42124, 24.26199], [28.87263, 22.89595, 25.04760], [30.44428, 23.51926, 24.18135], [29.36007, 22.13205, 23.52892], [28.88152, 25.85749, 23.32712], [28.24572, 25.07365, 24.80180], [26.48839, 26.16946, 24.28023], [26.21997, 24.57246, 23.74272], [24.56223, 25.14774, 22.56862], [24.83792, 25.64594, 20.99228], [23.44760, 27.28244, 21.93961], [24.98437, 28.13076, 21.94149], [22.70378, 28.28833, 24.05777], [24.05189, 29.36252, 23.73668], [24.12112, 28.50229, 25.29184], [27.56281, 31.76022, 15.32090], [26.92220, 30.51937, 15.62811], [26.32841, 30.53961, 16.90723], [25.13929, 29.65036, 16.93013], [25.35258, 28.25347, 17.06112], [25.70706, 27.94726, 18.42230], [25.77637, 26.44009, 18.65721], [24.44215, 25.98769, 18.65826], [24.36359, 24.75228, 17.99525], [27.02272, 32.60981, 15.69334], [27.54185, 31.77636, 14.23630], [28.56500, 31.74033, 15.71380], [26.00434, 31.59069, 17.15059], [27.14242, 30.23846, 17.61616], [24.67891, 29.75825, 15.93426], [24.51651, 29.96716, 17.73216], [25.06031, 28.53171, 19.06804], [26.73080, 28.36711, 18.64195], [26.25936, 26.27993, 19.60984], [26.36496, 26.08870, 17.81133], [25.00030, 23.94140, 18.35769], [24.67014, 24.87602, 16.92939], [23.36725, 24.29066, 18.15894], [18.63180, 24.04744, 14.61992], [18.41313, 23.92627, 15.97262], [19.33390, 24.72101, 16.70998], [19.17482, 24.55677, 18.17268], [18.04143, 25.22460, 18.72643], [16.74614, 24.62594, 18.50733], [15.72407, 25.24736, 19.41554], [16.01448, 25.12620, 20.81623], [15.46481, 24.00196, 21.52460], [17.87672, 23.46989, 14.13719], [19.60689, 23.48026, 14.34604], [18.77888, 25.01936, 14.18341], [19.20672, 25.76536, 16.41179], [20.35230, 24.47459, 16.46486], [19.97602, 25.11872, 18.63011], [19.25317, 23.51164, 18.45856], [16.85972, 23.53906, 18.79749], [16.49556, 24.71398, 17.43818], [14.84111, 24.70747, 19.14811], [15.64927, 26.29230, 19.29459], [14.44501, 24.10815, 21.75562], [16.07813, 24.02544, 22.46106], [15.69071, 23.01544, 21.07290], [33.77670, 13.47179, 16.93847], [33.58202, 14.75176, 17.54112], [32.29076, 15.23791, 17.28879], [32.14163, 16.50596, 18.09275], [33.24534, 17.37907, 17.99410], [33.66066, 17.70460, 16.67991], [32.60507, 18.27720, 15.79050], [32.31906, 19.53435, 16.37069], [31.29668, 20.31283, 15.74670], [33.02720, 12.73722, 17.18557], [34.74844, 13.03657, 17.21036], [33.78789, 13.53610, 15.84403], [31.53487, 14.46261, 17.62925], [32.17551, 15.40198, 16.23116], [32.05789, 16.24145, 19.15771], [31.22384, 17.04357, 17.74767], [34.13022, 16.83242, 16.23837], [34.52457, 18.42425, 16.82646], [31.76844, 17.62697, 15.72638], [32.96451, 18.41237, 14.76272], [30.29146, 20.07845, 16.17756], [31.20504, 19.98674, 14.68145], [31.45650, 21.41670, 15.77167], [19.54416, 18.20715, 13.86179], [19.94537, 19.27257, 14.71525], [19.01673, 19.88902, 15.52847], [19.60503, 20.89113, 16.39282], [20.48885, 20.32263, 17.41078], [20.53077, 21.06918, 18.58333], [21.39277, 20.38186, 19.61488], [20.69936, 19.28317, 20.25530], [20.11556, 19.75118, 21.46416], [19.18747, 17.30686, 14.27522], [20.46269, 18.01511, 13.34486], [18.78757, 18.53809, 13.11251], [18.57009, 19.18595, 16.23736], [18.15325, 20.35077, 15.03910], [18.85120, 21.55867, 16.78004], [20.17711, 21.58253, 15.72017], [19.54874, 21.23012, 18.95348], [21.08538, 22.05486, 18.46804], [21.59330, 21.10169, 20.37774], [22.35055, 20.02217, 19.24018], [19.55599, 18.89591, 21.92163], [19.43660, 20.55398, 21.28486], [20.86006, 20.15701, 22.24557], [29.51924, 16.68636, 13.25827], [29.47774, 16.97120, 14.60462], [28.16486, 17.27850, 15.11149], [28.04232, 17.09317, 16.60135], [28.16187, 15.69734, 16.77036], [27.93938, 15.25349, 18.11148], [27.80910, 13.79014, 18.12593], [26.44781, 13.52313, 17.74147], [26.12935, 12.21086, 18.16829], [28.78936, 15.93167, 13.01494], [30.55956, 16.33931, 12.94569], [29.27503, 17.57955, 12.65993], [27.41971, 16.61638, 14.65692], [27.98582, 18.30563, 14.72894], [27.08606, 17.53587, 16.91012], [28.85052, 17.67504, 17.05184], [27.08478, 15.75610, 18.57322], [28.83872, 15.53730, 18.71194], [28.04735, 13.45753, 19.15452], [28.54558, 13.33775, 17.47463], [25.16204, 12.00688, 17.76890], [26.17192, 12.18568, 19.21936], [26.81870, 11.45440, 17.80782], [20.39453, 24.32638, 21.79587], [20.76158, 25.53516, 21.11445], [19.87762, 26.61564, 21.45078], [20.56779, 27.87672, 21.13277], [20.58964, 28.04009, 19.75828], [21.58531, 27.30074, 19.08750], [21.92260, 27.93091, 17.75407], [21.00979, 27.57857, 16.70297], [19.77145, 28.25272, 16.81344], [20.82169, 23.43076, 21.28494], [19.29835, 24.14727, 21.90814], [20.80141, 24.33997, 22.81788], [19.74296, 26.51461, 22.53727], [18.91809, 26.51156, 20.90476], [21.56518, 27.80485, 21.62948], [20.00801, 28.84277, 21.55668], [21.20185, 26.30169, 18.79164], [22.51702, 27.33490, 19.71089], [22.87711, 27.54090, 17.46468], [22.00466, 29.01486, 17.88608], [19.25882, 27.92990, 15.89234], [19.87283, 29.32244, 16.83936], [19.21521, 27.97464, 17.71528], [26.05863, 24.52300, 28.09129], [26.33890, 23.93620, 26.84562], [25.54082, 22.76277, 26.60482], [26.21913, 21.83165, 25.62710], [25.27790, 20.76902, 25.28130], [25.83998, 19.74889, 24.48096], [24.82897, 18.68728, 24.28068], [23.74856, 19.21960, 23.53890], [23.77545, 19.05042, 22.18852], [26.92482, 25.14796, 28.27348], [25.85691, 23.70028, 28.79722], [25.10331, 25.16219, 28.22730], [24.61102, 23.09691, 26.16589], [25.47885, 22.22221, 27.52794], [27.16853, 21.39336, 26.02586], [26.53589, 22.40359, 24.75321], [26.78704, 19.30338, 24.89245], [26.16314, 20.15067, 23.45650], [24.44904, 18.30028, 25.22576], [25.25263, 17.82919, 23.76814], [24.51903, 19.60598, 21.57511], [22.80702, 19.49391, 21.90121], [23.85404, 17.96515, 21.89344], [25.43931, 13.63688, 10.81917], [25.08481, 13.48087, 12.16754], [26.22001, 13.88211, 13.03094], [25.63695, 14.05604, 14.38421], [24.91920, 15.26825, 14.49367], [24.38450, 15.45442, 15.84403], [23.79235, 16.83662, 15.84930], [23.53876, 17.16022, 17.15294], [22.15860, 17.53292, 17.42942], [24.76261, 13.07763, 10.18470], [26.46938, 13.34204, 10.62320], [25.47595, 14.72226, 10.55663], [26.70211, 14.79731, 12.64702], [26.95849, 13.03780, 13.05573], [26.37612, 13.98457, 15.18974], [25.05340, 13.18954, 14.50999], [25.23012, 15.32446, 16.52918], [23.58128, 14.67760, 15.98585], [22.89832, 16.83185, 15.27426], [24.38588, 17.57327, 15.32774], [21.61032, 16.60168, 17.46306], [21.81838, 18.19418, 16.68135], [22.07259, 18.04763, 18.38333], [33.41946, 27.43025, 15.67102], [32.62190, 26.38834, 16.10544], [33.27854, 25.14034, 15.98409], [32.27952, 23.99850, 15.70379], [31.87427, 23.39781, 16.97217], [30.46746, 23.57570, 17.16500], [30.16746, 24.71300, 18.15026], [29.99623, 24.14410, 19.40593], [29.86299, 25.09088, 20.50302], [32.87281, 28.33945, 16.01688], [33.45919, 27.43942, 14.59973], [34.36827, 27.47929, 16.14391], [33.67561, 24.83094, 16.90996], [34.14746, 25.21224, 15.30924], [32.76885, 23.26254, 15.04416], [31.42708, 24.41032, 15.21116], [30.03469, 22.66826, 17.65668], [29.89282, 23.67902, 16.24278], [29.26056, 25.21698, 17.76937], [31.04892, 25.40003, 18.11250], [30.56670, 25.92166, 20.37871], [30.13965, 24.45196, 21.39157], [28.85953, 25.51323, 20.56190], [26.79181, 27.68760, 11.46365], [27.02023, 26.36230, 11.11086], [25.89624, 25.48267, 11.11982], [26.48172, 24.11591, 10.84739], [25.69232, 23.06698, 11.41056], [26.42537, 21.85785, 11.44640], [25.46914, 20.72003, 11.90949], [26.27185, 19.63388, 12.35136], [25.53250, 18.53617, 12.93055], [25.77649, 27.85176, 11.84516], [27.02423, 28.26166, 10.55323], [27.63328, 28.00826, 12.10330], [25.09892, 25.67703, 10.38306], [25.37365, 25.41912, 12.11616], [27.43180, 24.10164, 11.35485], [26.73536, 23.81720, 9.80097], [27.31950, 21.95078, 12.03984], [26.71513, 21.70414, 10.38814], [24.84143, 20.43255, 11.05389], [24.88347, 21.23208, 12.71127], [24.89655, 18.77928, 13.82164], [26.34160, 17.80378, 13.18975], [24.89970, 18.08926, 12.22886], [27.50923, 22.06839, 14.95880], [27.85364, 23.38757, 14.62224], [26.86336, 24.38027, 14.92162], [27.37419, 25.77121, 14.42626], [28.45789, 26.24633, 15.26393], [28.75825, 27.58206, 14.95516], [29.72088, 28.10129, 15.99176], [28.99159, 28.22783, 17.21881], [29.91816, 28.37663, 18.28366], [26.62474, 22.03392, 15.59923], [28.20007, 21.54249, 15.65942], [27.21132, 21.42899, 14.04116], [26.58920, 24.33898, 15.99998], [26.03400, 24.03424, 14.32063], [26.50847, 26.49273, 14.51219], [27.74970, 25.65224, 13.38566], [27.81247, 28.11987, 14.89194], [29.23464, 27.63250, 13.96724], [30.06563, 29.07090, 15.67371], [30.51075, 27.41654, 16.15152], [30.65161, 29.17878, 17.97559], [30.42825, 27.47834, 18.47988], [29.42693, 28.73159, 19.21205], [26.79259, 22.92502, 20.79303], [25.89855, 22.28403, 19.87326], [26.45560, 21.35661, 18.99130], [25.34540, 20.54620, 18.34312], [24.63464, 21.31297, 17.39527], [23.96555, 20.55404, 16.38102], [22.97799, 21.37688, 15.69208], [23.54754, 22.00901, 14.58608], [22.64372, 22.56994, 13.67193], [27.64425, 23.31763, 20.26187], [27.03165, 22.31298, 21.75923], [26.30316, 23.88680, 21.07214], [27.12541, 20.60292, 19.52274], [27.09716, 21.99048, 18.31201], [24.74988, 20.29199, 19.19977], [25.69017, 19.59824, 17.93655], [23.40024, 19.69375, 16.79733], [24.68090, 20.09800, 15.67803], [22.53355, 22.00671, 16.52172], [22.13636, 20.82348, 15.34035], [21.82613, 21.86401, 13.66047], [23.22448, 22.66619, 12.79113], [22.25109, 23.54264, 13.95115]],
  "atomic_forces_ev_per_a": [[0.83, 0.37, 1.20], [-0.97, -0.38, -0.27], [-0.05, 0.22, 0.10], [-0.52, -0.31, -0.82], [0.15, 0.48, -0.58], [0.62, -0.57, 0.47], [-0.97, -0.08, -1.13], [-0.98, 0.92, 0.51], [0.79, 0.65, 0.48], [0.37, -0.67, 0.36], [0.01, -0.32, 0.52], [0.60, -0.23, -0.51], [0.93, -1.72, 0.46], [-0.84, 0.48, -0.01], [-0.56, 0.98, 0.30], [0.04, 0.33, -0.06], [-0.29, 0.10, 0.02], [0.58, -0.09, -0.64], [-0.29, 0.51, 1.26], [-0.46, 0.89, 0.88], [0.09, -1.00, -0.55], [0.08, 0.92, -1.04], [0.20, -0.05, 0.38], [0.19, -1.21, -0.94], [-0.27, -1.62, -1.91], [0.72, 1.13, 0.20], [-0.12, 0.40, 0.39], [-0.15, 0.30, 0.26], [0.45, 0.10, 1.41], [-0.61, -0.27, -0.33], [0.93, -0.48, -0.18], [0.05, 0.37, -0.95], [-1.13, -0.66, -1.09], [-0.15, 0.68, 0.06], [-2.15, 0.31, -0.21], [1.41, 0.34, -0.41], [-0.75, 0.35, -0.59], [-0.07, -0.24, 0.23], [1.18, 0.77, -0.59], [0.61, 0.19, 0.15], [-1.82, -0.71, -0.08], [0.71, -0.03, 0.46], [0.66, 0.53, -0.07], [0.83, 0.27, 2.28], [0.03, 0.36, -0.37], [-0.34, -0.91, 0.24], [0.10, -0.31, 0.65], [0.22, 0.19, -0.66], [0.62, -0.26, 0.51], [0.30, -0.40, -0.11], [-0.37, -0.09, 0.60], [-0.05, -0.35, 0.26], [-0.91, 0.15, 0.05], [-0.31, -1.58, -0.68], [-0.37, 0.84, -0.24], [1.66, 0.61, 0.59], [-0.04, -0.98, -1.31], [0.41, -0.16, 0.85], [1.95, 0.61, -0.41], [-0.82, 2.43, -0.55], [0.38, -0.83, 0.10], [-0.57, -1.29, -0.71], [-0.37, 0.46, 0.31], [0.44, 0.34, -0.15], [0.59, 0.27, 0.09], [0.14, -0.87, -0.08], [-0.82, 0.22, -0.04], [-0.28, 0.16, 0.50], [-1.02, 0.41, 0.62], [-0.63, -0.39, 0.49], [-0.64, -0.45, -0.32], [0.37, -0.41, 0.26], [0.08, -0.57, 0.03], [0.52, 0.40, 0.54], [-0.79, -0.08, 0.41], [0.23, 0.75, -0.56], [2.43, -2.29, -1.17], [-0.11, 0.58, 1.18], [-0.54, 0.31, -0.62], [-0.72, 0.97, 0.51], [-0.74, -0.24, -0.03], [2.07, -0.86, 0.42], [0.81, -1.03, 0.90], [-0.37, -0.77, -0.31], [3.17, 0.16, 0.26], [-0.82, -0.02, -0.58], [-1.04, 0.80, 0.31], [-0.40, 0.85, 0.23], [-0.05, 0.02, 0.16], [0.73, -0.39, -0.38], [0.41, -0.36, 0.19], [-0.26, -0.24, 0.21], [-0.33, 0.72, -0.50], [-0.27, -0.14, 0.38], [-1.23, 0.04, 0.03], [-0.30, 1.20, -0.65], [-1.48, 0.19, 0.11], [-0.83, -0.19, -0.48], [-0.26, 0.50, -0.19], [0.83, 0.37, -0.44], [0.55, -1.48, -0.11], [-0.25, -0.85, 0.87], [-0.89, 0.23, -0.03], [0.00, 0.17, -0.06], [1.96, 0.17, 0.24], [0.75, 1.24, 0.13], [-0.55, 1.07, -0.03], [-0.87, -0.82, -0.95], [-0.61, -0.12, 0.44], [-0.22, 0.51, 0.26], [-0.11, 0.24, -0.07], [0.44, 0.92, -0.41], [-0.30, 0.08, -0.68], [-0.03, 0.31, -0.35], [0.32, -0.48, 0.46], [-0.08, -0.42, -0.32], [-1.19, -0.52, -0.21], [-1.19, -0.49, 0.03], [0.25, -0.06, 0.01], [0.67, 0.22, 0.03], [0.14, 0.41, 0.47], [0.32, -1.08, 0.37], [0.05, 2.12, -1.26], [0.48, -0.36, -0.36], [-1.90, -1.54, 0.92], [2.59, 1.85, 0.09], [-1.09, 0.13, -1.60], [2.45, 0.73, -0.04], [-1.07, -0.89, 0.39], [0.44, 0.59, 0.35], [0.67, -1.15, 1.28], [-0.43, -0.97, 1.33], [0.33, -0.46, -0.56], [0.37, 0.00, 0.44], [-0.21, -0.64, -0.12], [0.16, 0.04, -0.68], [-0.45, -0.12, 0.69], [0.09, -0.33, 0.64], [-1.04, 0.34, 0.55], [-0.84, -0.58, -0.36], [0.49, 0.68, 0.48], [-0.09, 0.02, -0.32], [0.51, 0.74, -0.38], [-0.76, 0.69, -0.27], [-0.69, -0.75, -1.18], [0.97, 0.30, -1.18], [0.11, -0.27, 1.96], [0.35, 0.65, -1.59], [0.75, 0.26, -1.23], [-0.65, 0.12, 0.74], [1.71, 1.62, 0.19], [-0.99, 0.34, 0.47], [1.40, -0.90, 0.34], [0.11, 0.51, -1.24], [-0.27, -0.61, -0.31], [-1.31, 0.39, 0.63], [0.05, -0.06, -0.06], [0.04, -0.10, -0.16], [-0.42, -0.22, 0.68], [-0.07, -0.39, 0.22], [0.14, -0.22, 0.56], [-0.11, -0.14, -0.18], [-0.38, -0.09, -0.21], [-0.49, -0.16, -0.24], [0.03, -0.34, -0.48], [-0.82, -0.35, 0.02], [-0.32, -0.22, 1.57], [0.33, -0.11, -0.36], [0.03, -0.49, 0.00], [-0.62, -0.88, 0.03], [-0.56, -1.50, 1.04], [-0.83, 2.13, 1.29], [0.33, 0.83, -0.75], [0.49, 0.04, -0.60], [-0.40, 0.11, 0.24], [0.73, 0.65, 0.85], [-0.61, -0.97, -0.69], [-0.10, 0.91, 0.12], [0.53, 0.49, -0.43], [0.01, 0.06, -0.09], [-0.48, 0.39, -0.01], [0.36, 0.02, 0.33], [-0.34, 0.42, -0.64], [1.06, -2.21, -0.68], [0.79, 0.32, 0.90], [-0.71, -0.71, -0.56], [0.64, -0.22, -0.26], [-0.14, 0.14, -0.28], [-0.30, 0.42, 0.49], [0.31, 0.68, -0.17], [0.05, -0.25, -0.18], [-1.35, 0.18, 0.43], [-0.43, -0.57, -0.67], [0.93, 0.61, -0.46], [0.42, -0.95, -0.58], [1.15, 0.95, 0.48], [1.83, 0.69, -0.90], [-0.63, -0.16, -0.34], [0.13, -0.04, 1.91], [-0.79, -0.46, -2.14], [-0.01, -0.01, 0.67], [0.74, 0.42, 0.36], [1.20, -0.70, -1.02], [-0.66, -0.28, 0.25], [-0.77, -0.24, 0.67], [-0.74, 0.17, 0.07], [-0.21, -0.05, -0.42], [-0.69, 0.45, 0.16], [-0.50, -0.25, 1.10], [-0.15, 0.27, 0.15], [0.30, -0.18, -0.31], [0.21, -0.08, 0.73], [0.34, -0.65, -0.53], [-0.23, 0.87, 0.16], [0.54, 1.23, -0.10], [1.52, 0.37, 0.68], [-0.69, -0.76, -1.02], [0.94, 0.87, 0.62], [-0.34, -0.09, 0.68], [0.52, -0.94, -2.12], [0.22, -0.78, -0.71], [-0.91, 1.36, 2.18], [1.24, -0.91, 0.53], [-0.17, 0.06, -0.04], [0.17, -0.63, 0.00], [-0.52, -0.51, -0.06], [-0.22, -0.25, 0.02], [-0.44, 0.70, -0.14], [0.35, 0.27, -0.17], [-1.50, -1.09, 0.38], [-0.41, 0.08, 0.29], [0.76, 0.64, 0.31], [-1.13, -0.21, -0.55], [0.83, 0.18, 0.19], [-0.58, -0.09, -0.05], [-0.63, 0.66, -0.95], [0.31, -0.21, 0.09], [-1.80, 1.88, 0.62], [-0.21, -1.17, 0.29], [-0.52, -0.70, -0.62], [1.24, 0.18, 0.70], [-0.50, 0.41, -1.70], [-0.58, -0.76, 1.34], [0.36, 0.17, -1.47], [-0.20, 0.61, 1.39], [0.86, -1.55, -0.25], [0.46, -0.32, -0.49], [0.45, 0.10, -0.76], [1.18, -0.24, 0.29], [0.81, 0.00, 1.50], [-0.57, -0.12, -0.33], [-0.25, -0.07, 0.42], [-0.64, 0.19, -0.50], [0.61, 0.35, -0.31], [0.34, 0.24, -0.21], [0.14, 0.24, 0.39], [-0.64, -0.17, 0.15], [0.13, -0.14, 0.06], [-0.59, 1.10, -0.70], [-0.19, -0.19, 0.13], [1.01, 0.86, -0.86], [-0.80, -1.57, -0.04], [-0.41, -0.58, 0.27], [0.44, -1.41, 0.03], [-0.40, 0.65, 0.47], [-0.96, -0.52, -1.73], [0.82, 1.40, 0.17], [-0.96, -0.04, 0.60], [1.95, 0.50, 1.10], [0.42, 0.25, 0.13], [-0.85, 0.34, 0.09], [-0.80, -0.17, 0.54], [0.39, 0.63, 0.00], [0.68, 0.28, -0.63], [0.66, 0.09, 0.36], [-0.52, 0.77, 0.30], [0.32, -0.06, 0.50], [0.34, -0.46, 0.38], [-0.12, -0.03, 0.34], [0.09, -0.98, -0.25], [0.82, 0.27, -0.63], [-1.06, 0.58, 0.01], [-1.07, -0.70, -1.36], [-1.43, -1.35, -0.03], [1.10, 0.16, 0.31], [0.92, -0.12, -0.35], [-0.08, -0.77, 1.07], [-1.07, -1.03, -0.45], [0.23, -0.42, -0.26], [-2.33, 0.22, 0.29], [0.29, 0.12, 0.38], [-0.34, 2.45, -0.43], [-0.52, 0.34, -0.13], [0.47, 0.50, -1.05], [0.91, 0.90, 1.39], [0.26, 0.29, -0.57], [-0.96, 0.58, -0.06], [0.82, -0.55, -0.33], [-0.45, 0.24, 0.46], [0.11, 0.62, 0.28], [0.11, 0.07, -0.12], [0.47, 0.59, -0.07], [1.06, -0.75, -0.15], [-0.36, -0.70, 0.53], [0.79, -1.22, 0.23], [-0.06, -0.28, -0.62], [-0.80, 0.44, 0.97], [-0.54, 0.07, 1.32], [1.90, -0.34, -0.45], [0.55, 0.66, -0.11], [-0.19, -0.15, -0.37], [0.62, -1.73, 0.96], [-0.90, 1.41, 0.50], [1.14, 0.84, 0.73], [-0.18, -0.34, 1.20], [0.94, -0.54, -0.10], [-0.25, 0.90, -1.97], [0.04, -1.00, 0.23], [-0.60, 0.89, -0.40], [-0.44, -1.11, 0.03], [-0.99, -0.34, 0.42], [0.37, -0.03, -0.28], [0.41, 0.45, 0.34], [0.13, 0.31, 0.08], [0.43, 0.28, -1.02], [-0.60, -1.01, -0.26], [-0.66, -0.14, -0.96], [0.02, 0.02, -1.30], [-0.03, 0.29, 0.38]]
}